# 1
A structure of composition C31H42BrN2O9P2Re at a distorted geometry, computed with ωB97M-V/def2-TZVPD.

Properties
Expectation value of S² = 0.756
Spin multiplicity = 2
Charge = +1
E_LUMO (alpha / beta) = -3.2 / -3.5 eV

Geometry (Å):
Re (-1.01173, 0.23114, 0.15287)
C (-0.76136, 2.47509, -0.44056)
C (-0.76208, 2.25794, 1.00473)
C (0.48799, 1.56276, 1.34017)
C (1.07375, 1.26445, 0.08782)
C (0.39493, 1.92024, -0.99403)
C (1.06924, 2.26385, -2.30027)
C (1.89714, 3.51541, -1.90207)
C (0.12868, 2.67642, -3.42762)
C (2.05197, 1.19587, -2.78544)
C (1.25623, 1.30032, 2.65303)
C (1.17754, 2.50544, 3.59510)
C (0.84808, 0.04164, 3.42116)
C (2.74941, 1.13936, 2.29928)
C (-1.80117, 2.99041, 1.86806)
C (-1.21867, 4.35456, 2.29076)
C (-2.24887, 2.16620, 3.07715)
C (-3.05014, 3.33369, 1.03516)
H (-1.51177, 3.04456, -0.95956)
H (1.97316, 0.68581, -0.02344)
H (1.24477, 4.34682, -1.63347)
H (2.51473, 3.81919, -2.74785)
H (2.55778, 3.30816, -1.05929)
H (-0.63059, 3.38210, -3.08810)
H (-0.35869, 1.82357, -3.89258)
H (0.71382, 3.17994, -4.19782)
H (2.88230, 1.06445, -2.09028)
H (2.47669, 1.51405, -3.73806)
H (1.57618, 0.22903, -2.94582)
H (0.17816, 2.66951, 3.98312)
H (1.53085, 3.41749, 3.11200)
H (1.82778, 2.31167, 4.44877)
H (-0.17705, 0.08543, 3.78088)
H (1.50780, -0.04972, 4.28549)
H (0.95423, -0.85239, 2.81170)
H (3.11619, 1.95894, 1.67928)
H (2.94958, 0.19393, 1.79163)
H (3.33036, 1.13435, 3.22081)
H (-0.46501, 4.28754, 3.06615)
H (-2.02908, 4.97717, 2.67170)
H (-0.78449, 4.86916, 1.43132)
H (-1.42598, 1.66837, 3.58122)
H (-2.95942, 1.39946, 2.77695)
H (-2.73706, 2.82208, 3.80005)
H (-2.84591, 4.11955, 0.30695)
H (-3.81121, 3.72241, 1.71232)
H (-3.46675, 2.46475, 0.53317)
O (-4.85270, -1.31704, -0.28650)
P (-3.37096, -1.15803, 0.18367)
O (-2.32425, -1.42765, -0.85596)
O (-3.07444, 0.27666, 0.62716)
O (-3.25880, -2.13808, 1.41422)
P (-1.86800, -2.16982, 2.29663)
O (-2.28180, -1.22738, 3.51574)
O (-1.49588, -3.52113, 2.68773)
O (-0.89336, -1.36359, 1.44189)
H (-5.40967, -1.88979, 0.24789)
H (-2.42906, -1.73780, 4.31794)
C (-2.69356, 0.80363, -3.12558)
O (-1.45939, 0.35949, -2.56821)
C (-0.91766, -0.78814, -3.06123)
C (-1.20665, -1.29334, -4.31277)
C (-0.63106, -2.49607, -4.72273)
Br (-1.04000, -3.16139, -6.44172)
C (0.20422, -3.20848, -3.90155)
C (0.50582, -2.70974, -2.63027)
C (-0.03389, -1.49117, -2.22219)
O (0.30177, -1.00572, -0.99541)
C (1.29191, -3.44069, -1.65419)
N (1.46767, -2.95180, -0.44190)
C (2.17605, -3.88417, 0.28920)
C (2.59951, -3.88153, 1.61434)
C (3.29869, -4.98727, 2.04875)
C (3.57188, -6.06763, 1.19720)
C (3.15274, -6.08313, -0.11775)
C (2.44657, -4.97016, -0.55460)
N (1.87457, -4.65051, -1.77793)
H (-2.53767, 1.26484, -4.10254)
H (-3.08638, 1.54066, -2.42916)
H (-3.39250, -0.03023, -3.20993)
H (-1.88578, -0.77321, -4.97235)
H (0.60794, -4.15237, -4.24057)
H (0.88215, -1.90438, -0.41527)
H (2.37057, -3.05477, 2.27169)
H (3.64016, -5.03166, 3.07334)
H (4.12044, -6.91474, 1.58495)
H (3.35993, -6.92288, -0.76641)
H (1.85854, -5.23197, -2.59819)

---

# 2
A cluster of 2 separate species, C2H2N2O4 in total at a distorted geometry, computed with ωB97M-V/def2-TZVPD.

Properties
E_LUMO = -1.0 eV

Geometry (Å):
C (0.83984, 0.69831, -1.76688)
C (-0.84993, -0.21722, 1.32272)
N (-0.54523, 0.81454, 1.77658)
N (-0.58138, -1.43350, 0.70584)
O (-0.46274, 1.85210, 2.29951)
O (0.58408, -1.61676, 0.42729)
O (-1.49605, -2.19438, 0.52419)
O (-0.09234, 0.67371, -1.01668)
H (0.86410, 0.12019, -2.70262)
H (1.73966, 1.30302, -1.56994)

---

# 3
A cluster of 2 separate species, C3H12N2O2 in total at a distorted geometry, computed with ωB97M-V/def2-TZVPD.

Properties
Structure (SMILES) = NC[C@H](N)CO.O
E_LUMO = 0.6 eV

Geometry (Å):
N (1.09307, 1.33928, 1.53310)
C (0.40694, 0.94319, 0.24288)
C (0.40436, -0.58207, -0.33118)
N (1.84738, -0.94157, -0.40959)
C (-0.33063, -0.57665, -1.69875)
O (-1.42804, 0.40699, -1.84498)
H (0.46437, 1.45520, 2.37490)
H (1.69021, 0.61760, 1.83989)
H (-0.59539, 1.24842, 0.17410)
H (1.14109, 1.59449, -0.39744)
H (-0.01578, -1.30992, 0.39571)
H (2.43075, -0.42127, -0.88108)
H (1.99781, -1.95638, -0.53495)
H (-0.94411, -1.56521, -1.83036)
H (0.35837, -0.48390, -2.57621)
H (-1.11215, 1.34341, -1.93990)
O (-1.62246, -0.48232, 2.12912)
H (-1.88769, -1.29702, 1.79184)
H (-2.59066, -0.11364, 2.16812)

---

# 4
A structure of composition C5H13N4O2 at a distorted geometry, computed with ωB97M-V/def2-TZVPD.

Properties
Charge = +1
E_LUMO (alpha / beta) = -3.9 / -4.4 eV

Geometry (Å):
C (-2.25076, 0.61212, -0.12682)
C (0.21365, 1.15816, 1.34055)
C (-0.97225, 1.01606, -0.95226)
C (0.30378, 0.78231, -0.10329)
C (0.78604, -1.08527, -0.30571)
N (1.30834, 1.34490, -0.82768)
N (2.84581, 0.06134, 0.20901)
N (0.71922, -1.78769, 0.74994)
N (0.97352, -1.49788, -1.52135)
O (2.55017, 1.03815, -0.58165)
O (4.14881, -0.24062, 0.28246)
H (-2.59264, 1.36579, 0.47571)
H (-2.00138, -0.34477, 0.47134)
H (-3.05547, 0.40080, -0.85170)
H (-0.46965, 2.12950, 1.37041)
H (1.13243, 1.30057, 1.74795)
H (-0.41049, 0.38669, 1.95627)
H (-0.89927, 0.27499, -1.77372)
H (-0.94655, 1.87823, -1.49398)
H (0.91732, -2.78005, 0.66139)
H (0.63423, -1.57496, 1.74637)
H (0.68961, -0.86414, -2.22274)
H (0.71100, -2.45698, -1.61134)
H (4.77656, 0.31804, -0.31850)